Entry from the Open Molecules 2025 dataset: C18H38N2O2Rb as an isolated structure at a distorted geometry (the ωB97M-V functional and the def2-TZVPD basis).

Structure (XYZ):
```
61
C18H38N2O2Rb the ωB97M-V functional and the def2-TZVPD basis
Rb 1.21803 0.60728 0.55974
C 0.78405 -3.59126 -2.41113
C 0.15593 -3.19570 -1.06856
C -0.95716 -4.14140 -0.64089
C -0.47705 -5.50987 -0.16848
C 0.58531 -5.37213 0.92163
C 1.70763 -4.38309 0.57450
N 1.09134 -3.14815 0.06382
O 2.06696 -2.11816 -0.02088
C 2.44215 -4.06102 1.87161
C 2.69874 -5.06166 -0.38086
C -0.51722 -1.82825 -1.27990
H 0.18629 -3.26074 -3.26212
H 0.88426 -4.66713 -2.54563
H 1.78237 -3.16060 -2.52622
H -1.48803 -3.70074 0.20675
H -1.65068 -4.24885 -1.47729
H -0.14956 -6.17701 -0.97168
H -1.32977 -6.03623 0.26968
H 1.06185 -6.33294 1.11136
H 0.08217 -5.02035 1.82554
H 2.83228 -4.99015 2.29142
H 3.26263 -3.36178 1.73505
H 1.74651 -3.67414 2.61936
H 3.24577 -5.85465 0.12835
H 2.24103 -5.49564 -1.26486
H 3.46125 -4.36050 -0.74478
H -0.99400 -1.45692 -0.37042
H -1.25010 -1.95177 -2.07618
H 0.16432 -1.06796 -1.68128
H 2.66115 -2.30756 -0.76394
C -0.52001 2.57319 -1.98212
C -0.87577 3.63185 -0.94643
C -2.39495 3.47062 -0.70119
C -2.93098 4.16921 0.54635
C -2.12307 3.72694 1.74746
C -0.62981 3.95658 1.57128
N -0.15224 3.35488 0.31413
O 1.24388 3.54001 0.17478
C -0.32191 5.45934 1.69639
C 0.09968 3.29808 2.73198
C -0.60746 5.03050 -1.52922
H -0.98909 1.61471 -1.75138
H 0.54853 2.38724 -2.14598
H -0.83813 2.92196 -2.96553
H -2.87390 3.86099 -1.59844
H -2.59361 2.40262 -0.57703
H -3.98049 3.88300 0.64658
H -2.96933 5.25471 0.40608
H -2.27956 2.63520 1.80711
H -2.47667 4.10014 2.70648
H -0.58203 5.87484 2.66696
H 0.75058 5.64900 1.57427
H -0.83122 6.04973 0.93818
H 1.17971 3.38157 2.59525
H -0.09162 3.80354 3.67815
H -0.15862 2.24238 2.87231
H 0.45146 5.29449 -1.45349
H -1.17033 5.82002 -1.03841
H -0.85121 5.05465 -2.58942
H 1.41969 4.48708 0.08120
```

Properties
F_max = 1.439 eV/Å
Calculated total energy = -27006.886 eV
HOMO level = -11.59 eV
Kohn-Sham gap = 0.327 hartree
Charge = +1
Relative energy (zero: lowest compared OMol25 entry of this formula, charge and spin) = 0.0 kcal per mole
LUMO = -2.7 eV

Here are the Löwdin charges for atoms 1 to 4, given in e: number 1, Rb, carries 0.9477; number 2, C, carries -0.0132; number 3, C, carries -0.5151; number 4, C, carries -0.1317

***

Entry from the Open Molecules 2025 dataset: one molecule with the formula C2H5IN2 at a distorted geometry (the ωB97M-V functional and the def2-TZVPD basis).

Structure (XYZ):
```
10
C2H5IN2 the ωB97M-V functional and the def2-TZVPD basis
I -0.22397 -2.51832 -0.84153
C -0.56007 -0.44913 -0.49171
C -0.21664 0.04645 0.91090
N 0.72500 0.98250 0.34667
N 0.71828 0.50657 -1.03732
H -1.52743 -0.18124 -0.99504
H -1.15050 0.48584 1.35251
H 0.12328 -0.67365 1.63612
H 0.48214 1.90633 0.45641
H 1.62992 -0.10534 -1.33701
```

Properties
F_max = 3.608 eV/Å
Calculated total energy = -13232.800 eV
HOMO level = -8.75 eV
Kohn-Sham gap = 0.340 hartree
Charge = 0
Relative energy (zero: lowest compared OMol25 entry of this formula, charge and spin) = 38.1 kcal per mole
LUMO = 0.5 eV

Here are the Löwdin charges for atoms 1 to 4, given in e: number 1, I, carries 0.7496; number 2, C, carries -0.7024; number 3, C, carries -0.2981; number 4, N, carries -0.1125

***

Entry from the Open Molecules 2025 dataset: C19H22MnN3O3S as an isolated structure (the ωB97M-V functional and the def2-TZVPD basis).

Structure (XYZ):
```
49
C19H22MnN3O3S the ωB97M-V functional and the def2-TZVPD basis
Mn -0.09265 -0.01154 -0.27341
O 1.66386 -0.42593 -1.30103
N 2.51071 0.49934 -1.73070
C 3.66454 0.07520 -2.29041
C 4.59014 0.95544 -2.77416
C 4.32926 2.32562 -2.68425
C 3.15511 2.74553 -2.11154
C 2.21577 1.82573 -1.61473
S 0.74252 2.33296 -0.90568
H 3.78726 -0.99666 -2.31940
H 5.50146 0.58260 -3.21671
H 5.04210 3.04662 -3.06069
H 2.90669 3.79238 -2.01984
C 2.67491 0.78876 3.25772
C 2.12028 0.02553 4.27231
C 0.89615 -0.58573 4.05352
C 0.27018 -0.41475 2.82581
N 0.82001 0.30552 1.84058
C 1.99094 0.89756 2.05936
C -1.03151 -1.04252 2.50892
C -1.95126 -1.37725 3.49506
C -3.13757 -1.99116 3.13273
C -3.36742 -2.26295 1.79209
C -2.41354 -1.87893 0.87016
N -1.27542 -1.26456 1.20647
H 3.62303 1.29067 3.38812
H 2.63017 -0.09826 5.21791
H 0.44633 -1.20595 4.81554
H 2.38243 1.49239 1.24315
H -1.74398 -1.14014 4.52836
H -3.86905 -2.25539 3.88451
H -4.27198 -2.75975 1.47180
H -2.54539 -2.07380 -0.18675
C -0.38100 -2.07528 -2.84101
O -1.19950 -1.23493 -2.02787
C -2.07725 -0.42098 -2.79384
C -2.95305 0.35049 -1.83675
O -2.09813 1.07197 -0.96924
C -2.79228 1.85676 -0.00418
H -0.99889 -2.79310 -3.38549
H 0.30131 -2.59817 -2.17741
H 0.19521 -1.48179 -3.55344
H -2.70484 -1.04335 -3.43832
H -1.49758 0.26941 -3.41464
H -3.59265 -0.32972 -1.26191
H -3.59122 1.03900 -2.39737
H -3.56790 2.45386 -0.48653
H -2.05708 2.51731 0.45105
H -3.24924 1.22194 0.76212
```

Properties
F_max = 0.820 eV/Å
Calculated total energy = -72823.752 eV
HOMO level (spin up / spin down) = -10.26 / -10.34 eV
Kohn-Sham gap (spin up / spin down) = 0.264 / 0.263 hartree
⟨S²⟩ = 8.75
Charge = +1
Multiplicity = 6
Relative energy (zero: lowest compared OMol25 entry of this formula, charge and spin) = 8.1 kcal per mole
LUMO (spin up / spin down) = -3.1 / -3.2 eV

Here are the Löwdin charges for atoms 1 to 4, given in e: number 1, Mn, carries 0.8070; number 2, O, carries -0.2515; number 3, N, carries -0.2003; number 4, C, carries -0.0180

***

Entry from the Open Molecules 2025 dataset: one molecule with the formula C4H11NS at a distorted geometry (the ωB97M-V functional and the def2-TZVPD basis).

Structure (XYZ):
```
17
C4H11NS the ωB97M-V functional and the def2-TZVPD basis
C -2.90912 0.37290 -1.16969
N -1.69188 -0.09668 -1.78745
C -0.41263 0.29111 -1.16320
C -0.01093 -0.64095 -0.00755
C 0.53433 0.17516 1.22029
S 2.33737 -0.09528 1.48888
H -2.92376 1.46004 -1.18174
H -3.02601 0.08749 -0.11359
H -3.77367 0.06616 -1.75343
H -1.74186 -1.07650 -2.03282
H -0.53972 1.32168 -0.83327
H 0.25061 0.22820 -2.01877
H 0.84046 -1.25975 -0.28004
H -0.86249 -1.21041 0.34248
H 0.08744 -0.13177 2.16351
H 0.36074 1.24170 1.10049
H 2.77644 1.09578 1.09008
```

Properties
F_max = 2.171 eV/Å
Calculated total energy = -16650.904 eV
HOMO level = -8.41 eV
Kohn-Sham gap = 0.347 hartree
Charge = 0
Relative energy (zero: lowest compared OMol25 entry of this formula, charge and spin) = 20.5 kcal per mole
LUMO = 1.0 eV

Here are the Löwdin charges for atoms 1 to 4, given in e: number 1, C, carries -0.1545; number 2, N, carries -0.1591; number 3, C, carries -0.2238; number 4, C, carries -0.2374

***

Entry from the Open Molecules 2025 dataset: C51H46ClN5OP2S7Y as an isolated structure at a distorted geometry (the ωB97M-V functional and the def2-TZVPD basis).

Structure (XYZ):
```
114
C51H46ClN5OP2S7Y the ωB97M-V functional and the def2-TZVPD basis
Y -0.34210 -1.01541 0.06152
Cl -0.88076 -8.31914 1.31357
C -0.42407 -6.66491 0.98239
C 0.56734 -6.05414 1.76820
C 0.96539 -4.77417 1.49646
C 0.38211 -4.01762 0.44413
O 0.81698 -2.84428 0.16977
C -0.66122 -4.64372 -0.30240
C -1.32769 -3.97027 -1.36393
N -1.18994 -2.71643 -1.65154
C -1.71853 -2.21218 -2.84152
C -2.70854 -2.78345 -3.60527
C -3.10176 -2.22511 -4.83036
C -2.46702 -1.12511 -5.33369
C -1.43734 -0.51283 -4.58754
C -0.68653 0.57682 -5.07882
C 0.28167 1.13245 -4.29786
C 0.46457 0.63567 -2.99489
N -0.18769 -0.39191 -2.49994
C -1.10493 -1.01169 -3.30614
C -1.02788 -5.97689 -0.02795
H 1.01054 -6.60811 2.58573
H 1.71727 -4.27588 2.09620
H -1.95007 -4.61209 -1.99612
H -3.22609 -3.66705 -3.25302
H -3.90890 -2.68268 -5.38809
H -2.74011 -0.71535 -6.29834
H -0.89069 0.95117 -6.07583
H 0.88502 1.96046 -4.64472
H 1.14385 1.13802 -2.32156
H -1.81202 -6.44357 -0.61356
S -1.39596 -2.66517 7.53484
C -1.14714 -2.34322 5.93369
S 0.18872 -1.44533 5.31815
C -0.20497 -1.51512 3.60759
C -1.32420 -2.20149 3.30014
S -1.99374 -2.50236 1.72893
S -2.18892 -2.88235 4.66964
S 0.90368 -0.71712 2.53846
C 2.46511 2.06547 1.40187
C 1.24450 3.01309 1.43327
P 1.03495 3.84910 -0.22784
C -0.78986 3.96114 -0.41840
C -1.34569 3.76215 -1.67771
C -2.71623 3.86720 -1.87331
C -3.54104 4.17659 -0.80362
C -2.99038 4.40796 0.45038
C -1.62249 4.30500 0.64235
C 1.35559 5.63083 0.19931
C 2.21761 6.01803 1.22169
C 2.40262 7.36093 1.52990
C 1.74916 8.34204 0.80406
C 0.92696 7.97264 -0.25320
C 0.73886 6.63384 -0.55598
P 2.45247 0.98786 -0.11692
C 4.01335 1.58434 -0.93969
C 4.05551 1.88000 -2.29642
C 5.24935 2.24483 -2.90990
C 6.41499 2.32689 -2.16897
C 6.38565 2.03152 -0.81020
C 5.19822 1.65719 -0.20529
C 3.28341 -0.61986 0.27679
C 3.91309 -0.98146 1.46259
C 4.55909 -2.20373 1.56102
C 4.60579 -3.06520 0.47336
C 4.00160 -2.70212 -0.71922
C 3.33874 -1.48923 -0.81104
H 2.47923 1.41898 2.27853
H 3.36045 2.68612 1.38334
H 1.38907 3.76520 2.20726
H 0.33332 2.45681 1.66068
H -0.69774 3.52938 -2.51583
H -3.13973 3.68718 -2.85387
H -4.61517 4.20323 -0.93747
H -3.63216 4.65480 1.28608
H -1.21124 4.47294 1.63110
H 2.75698 5.27075 1.79186
H 3.04918 7.63908 2.35367
H 1.88458 9.38749 1.05254
H 0.40950 8.72791 -0.83264
H 0.08965 6.36127 -1.37730
H 3.15035 1.82986 -2.88945
H 5.26542 2.46533 -3.97056
H 7.34635 2.60914 -2.64386
H 7.29329 2.08426 -0.22139
H 5.19783 1.39741 0.84591
H 3.88559 -0.32495 2.32149
H 5.02195 -2.48695 2.49884
H 5.10295 -4.02370 0.55910
H 4.02052 -3.37408 -1.56826
H 2.84859 -1.21039 -1.74010
S -2.99174 1.44236 3.07146
C -2.08828 0.97134 1.82729
N -1.41739 0.66458 0.91266
C -6.17729 -4.59446 -0.42748
C -5.56346 -3.63942 0.58718
N -4.71374 -2.68437 -0.10008
C -4.49172 -1.38219 0.14124
S -3.66565 -0.47301 -1.04330
N -4.97420 -0.78541 1.23765
C -5.14095 -1.36549 2.57215
C -6.47966 -0.97403 3.18204
H -6.84141 -5.29880 0.07394
H -5.39574 -5.16796 -0.93269
H -6.74839 -4.04292 -1.17492
H -4.98362 -4.20155 1.32573
H -6.35427 -3.09715 1.10442
H -4.23405 -3.01267 -0.92082
H -4.71085 0.19214 1.27008
H -4.33107 -0.98525 3.19451
H -5.02203 -2.44218 2.52657
H -6.53154 0.10989 3.30033
H -6.57752 -1.42538 4.17083
H -7.31210 -1.29860 2.55376
```

Properties
F_max = 1.817 eV/Å
Calculated total energy = -171130.334 eV
HOMO level = -3.58 eV
Kohn-Sham gap = 0.177 hartree
Charge = -1
LUMO = 1.2 eV

Here are the Löwdin charges for atoms 1 to 4, given in e: number 1, Y, carries 1.1159; number 2, Cl, carries 0.6100; number 3, C, carries -0.6741; number 4, C, carries -0.0894